1) C5H7N2 as an isolated structure, computed with ωB97M-V/def2-TZVPD.

Output
E_HOMO (alpha / beta)	-0.5243 / -0.5243	Ha
multiplicity	1
net charge	+1

Last column: natural (NBO) charge in e.
Geometry (Å):
1 C -0.6026 -1.2955 -0.2212  0.187
2 C 0.3378 -0.3693 -0.8667  0.107
3 C -0.7513 0.6906 -0.1344  0.387
4 C 1.4911 0.0387 0.1532  -0.399
5 C 0.4754 0.8695 0.8562  -0.392
6 N -1.6559 -0.4998 -0.0028  -0.534
7 N -0.3673 0.8556 -1.3802  -0.534
8 H -0.5784 -2.3682 0.1781  0.279
9 H 1.7358 -0.9480 0.6198  0.236
10 H 2.3834 0.4312 -0.3235  0.267
11 H 0.7347 1.9671 0.7703  0.272
12 H 0.1486 0.5284 1.7521  0.233
13 H -2.3085 -0.6634 0.7688  0.450
14 H -1.0428 0.7632 -2.1696  0.440

2) An isolated ion of composition C5H7N2 and charge +1, computed with ωB97M-V/def2-TZVPD.

Output
E_HOMO (alpha / beta)	-0.5111 / -0.5119	Ha
multiplicity	1
net charge	+1

Last column: natural (NBO) charge in e.
Geometry (Å):
1 C -1.0221 1.7761 0.2983  -0.284
2 C -0.6609 1.2156 1.5357  0.104
3 C -0.6268 0.9909 -0.7706  0.071
4 C 1.0141 -2.2267 -0.8013  -0.134
5 C 0.8411 -0.9372 -1.1470  -0.100
6 N 0.0813 0.1790 1.5356  -0.405
7 N -0.0887 -0.1713 -0.5615  -0.154
8 H -1.5581 2.6990 0.1921  0.266
9 H -1.0358 1.6637 2.4545  0.259
10 H -0.8045 1.3298 -1.7887  0.277
11 H 1.7512 -2.8406 -1.2879  0.235
12 H 0.4349 -2.6816 -0.0094  0.218
13 H 1.4836 -0.4672 -1.8934  0.226
14 H 0.1908 -0.5294 2.2437  0.421

3) An isolated ion of composition C5H7N2 and charge +1, computed with ωB97M-V/def2-TZVPD.

Output
E_HOMO	-0.4553	Ha
multiplicity	1
net charge	+1

Last column: natural (NBO) charge in e.
Geometry (Å):
1 C -3.8100 -0.0077 -0.4297  0.058
2 N -2.6383 0.3914 -0.0498  -0.447
3 C -1.5136 -0.1335 0.2962  0.270
4 C -0.3499 -0.3437 0.2382  -0.153
5 C 0.9941 -0.0073 0.7878  -0.523
6 C 1.8959 0.3765 -0.2984  0.355
7 N 3.0132 -0.1811 -0.4326  -0.600
8 H -4.6094 0.7238 -0.4773  0.203
9 H -4.0709 -1.0879 -0.4975  0.180
10 H 0.8963 0.8404 1.4679  0.292
11 H 1.5667 -0.7636 1.3632  0.233
12 H 1.5837 1.1378 -1.0982  0.253
13 H 3.8798 -0.0575 -1.0687  0.472
14 H 3.1623 -0.8874 0.1989  0.408

From most stable to least stable, the computed energies give 2), 3), 1).

1) An isolated ion of composition C5H7N2 and charge +1, computed with ωB97M-V/def2-TZVPD.

Output
E_HOMO (alpha / beta)	-0.4694 / -0.4695	Ha
multiplicity	1
net charge	+1

Last column: natural (NBO) charge in e.
Geometry (Å):
1 C -3.2621 -0.6265 -0.5130  0.039
2 C -2.1953 -0.4081 0.0113  -0.495
3 C 1.6294 -1.7365 -0.3254  0.135
4 C 0.1504 0.2525 0.1995  0.600
5 C 0.4484 1.5908 -0.4467  -0.664
6 N 1.0995 -0.6824 0.0631  -0.318
7 N -1.0234 0.0451 0.9543  -0.555
8 H 2.6491 -1.7409 0.1468  0.239
9 H 1.3035 -2.5176 -0.9065  0.248
10 H -0.4914 2.0305 -0.6319  0.265
11 H 0.9688 1.2890 -1.4227  0.283
12 H 1.1232 2.1469 0.1161  0.280
13 H -1.0356 -0.6160 1.6115  0.463
14 H -1.3645 0.9731 1.1434  0.479

2) C5H7N2 as an isolated structure, computed with ωB97M-V/def2-TZVPD.

Output
E_HOMO	-0.5584	Ha
multiplicity	1
net charge	+1

Last column: natural (NBO) charge in e.
Geometry (Å):
1 C 2.4311 0.3196 1.3555  0.382
2 C 1.5658 -0.3789 0.7531  -0.074
3 C -0.1690 -0.7349 -0.1200  0.565
4 C -1.4742 -0.9710 -0.6230  -0.736
5 C 0.2670 1.8107 -0.0183  -0.428
6 N 0.4651 0.4039 0.1897  -0.276
7 N 0.8417 -1.5016 0.4288  -0.534
8 H -1.7407 -2.1019 -0.7155  0.295
9 H -1.8485 -0.3680 -1.5619  0.312
10 H -2.0695 -0.4994 0.1419  0.291
11 H 1.0503 2.2706 0.4763  0.247
12 H 0.3468 2.0789 -1.0846  0.239
13 H -0.6836 2.2058 0.3648  0.243
14 H 1.0177 -2.5338 0.4131  0.475

From most stable to least stable, the computed energies give 2), 1).

1) A 2-piece molecular cluster, C5H16N2O overall, computed with ωB97M-V/def2-TZVPD.

Output
E_HOMO	-0.6671	Ha
multiplicity	1
net charge	+2

Last column: natural (NBO) charge in e.
Geometry (Å):
1 C -1.5739 -0.4383 -0.9706  -0.644
2 C -1.3687 0.8666 -0.1649  -0.033
3 C 0.1731 1.1630 -0.2088  -0.501
4 C 0.8304 0.3570 0.8522  0.105
5 C 0.5900 0.4504 2.1767  -0.299
6 N 1.7829 -0.6754 0.3319  -0.691
7 N -2.2528 1.9477 -0.6625  -0.689
8 H -2.6719 -0.7626 -0.9996  0.260
9 H -0.9213 -1.1522 -0.7659  0.222
10 H -1.2072 -0.3779 -2.0139  0.239
11 H -1.8247 0.7606 0.9460  0.243
12 H 0.3978 2.2200 -0.1738  0.267
13 H 0.4646 0.9566 -1.2210  0.239
14 H 0.9153 -0.2623 2.8866  0.241
15 H -0.1392 1.1438 2.5711  0.239
16 H 1.2010 -1.3152 -0.2591  0.464
17 H 2.4097 -0.1883 -0.3242  0.451
18 H 2.2900 -1.1664 1.0996  0.489
19 H -3.2720 1.6219 -0.7043  0.475
20 H -2.1444 2.8559 -0.1375  0.467
21 H -1.9725 2.1212 -1.6322  0.444
22 H 3.3525 -3.2222 -0.7554  0.514
23 H 2.3515 -3.8396 0.3034  0.506
24 O 2.5894 -3.0642 -0.1737  -1.008

2) A 2-piece molecular cluster, C5H16N2O overall, computed with ωB97M-V/def2-TZVPD.

Output
E_HOMO	-0.6579	Ha
multiplicity	1
net charge	+2

Last column: natural (NBO) charge in e.
Geometry (Å):
1 C -3.2465 -0.7726 -0.0587  -0.658
2 C -1.8533 -0.8091 -0.6808  -0.027
3 C -0.6786 -1.2051 0.2739  -0.481
4 C 0.4130 -0.1956 0.1668  -0.159
5 C 1.3689 -0.0321 1.0627  -0.034
6 N 2.5662 0.8056 0.9398  -0.735
7 N -1.9477 -1.8787 -1.7590  -0.681
8 H -3.4431 -1.4315 0.7899  0.253
9 H -3.2762 0.2564 0.3079  0.259
10 H -4.0746 -0.9245 -0.7423  0.241
11 H -1.6729 0.1827 -1.2024  0.237
12 H -0.1712 -2.1604 0.0400  0.252
13 H -1.0876 -1.3883 1.2767  0.271
14 H 0.4222 0.2753 -0.8020  0.218
15 H 1.3990 -0.5223 2.0404  0.233
16 H 2.3296 1.8406 0.8512  0.498
17 H 3.2286 0.4475 0.2002  0.459
18 H 3.1198 0.8389 1.8234  0.458
19 H -1.1125 -2.0296 -2.3627  0.447
20 H -2.7747 -1.6356 -2.3162  0.456
21 H -2.0699 -2.8027 -1.3498  0.445
22 H 2.7237 4.2143 0.7490  0.518
23 H 3.3199 3.5673 -0.5512  0.514
24 O 2.8924 3.3830 0.2918  -0.986

From most stable to least stable, the computed energies give 2), 1).

1) C20H14BrCl3GeN5PdS as an isolated structure, computed with ωB97M-V/def2-TZVPD.

Output
E_HOMO (alpha / beta)	-0.5287 / -0.5291	Ha
multiplicity	2
net charge	+2

Last column: natural (NBO) charge in e.
Geometry (Å):
1 Pd 0.7317 -0.3766 0.6440  0.790
2 C 0.9428 0.3946 -2.7398  -0.672
3 C 0.2191 1.4829 -2.0184  0.285
4 C -0.1296 2.6530 -2.7280  -0.240
5 C -0.8773 3.6189 -2.1220  -0.066
6 C -1.3107 3.4221 -0.7940  -0.147
7 C -2.1387 4.3507 -0.1204  -0.016
8 C -2.5631 4.1232 1.1759  -0.210
9 C -2.2007 2.9569 1.8264  -0.111
10 C -1.3926 1.9981 1.1901  -0.238
11 S -1.0844 0.5346 2.0003  0.379
12 C -0.9070 2.2381 -0.1388  0.250
13 N -0.1352 1.3164 -0.7487  -0.542
14 H 0.3814 0.1320 -3.6383  0.260
15 H 1.0612 -0.4897 -2.1212  0.224
16 H 1.9253 0.7322 -3.0773  0.253
17 H 0.1929 2.7499 -3.7555  0.251
18 H -1.1535 4.5201 -2.6545  0.249
19 H -2.4469 5.2506 -0.6376  0.246
20 H -3.1837 4.8443 1.6883  0.262
21 H -2.5357 2.7665 2.8378  0.253
22 C -2.7092 -3.7420 -2.7960  -0.641
23 C -1.9147 -3.5328 -1.5452  -0.008
24 C -1.7036 -4.5665 -0.6330  -0.112
25 C -0.9761 -4.3445 0.5238  -0.247
26 C -0.4551 -3.0807 0.7127  0.150
27 Br 0.5706 -2.6777 2.2726  0.122
28 N -0.6121 -2.0840 -0.1523  -0.507
29 C -1.3369 -2.3030 -1.2504  0.041
30 H -3.5920 -4.3461 -2.5946  0.248
31 H -2.1045 -4.2825 -3.5271  0.248
32 H -3.0108 -2.7960 -3.2404  0.229
33 H -2.0991 -5.5549 -0.8286  0.250
34 H -0.7974 -5.1191 1.2546  0.264
35 H -1.4472 -1.4713 -1.9361  0.210
36 N 2.0677 0.7098 2.1049  -0.484
37 C 2.5412 0.4929 3.1483  0.428
38 C 3.1099 0.1555 4.3542  -0.258
39 C 3.3491 -1.2219 4.5571  0.231
40 N 3.5274 -2.3561 4.6665  -0.154
41 C 3.4660 1.1077 5.3278  0.217
42 N 3.7807 1.8776 6.1256  -0.119
43 Cl 5.3936 0.1267 1.4920  -0.276
44 Ge 3.9160 0.5034 -0.0119  1.254
45 Cl 2.7925 -1.4735 -0.1655  -0.303
46 Cl 4.8487 0.7601 -1.9270  -0.243

2) C20H14BrCl3GeN5PdS as an isolated structure, computed with ωB97M-V/def2-TZVPD.

Output
E_HOMO (alpha / beta)	-0.4935 / -0.4895	Ha
multiplicity	2
net charge	+2

Last column: natural (NBO) charge in e.
Geometry (Å):
1 Pd -0.1245 -0.4303 -0.4334  0.683
2 C 2.4326 -0.4773 -2.5106  -0.675
3 C 2.9548 -0.4739 -1.1114  0.313
4 C 4.3398 -0.5046 -0.8723  -0.233
5 C 4.8071 -0.4997 0.4092  -0.059
6 C 3.8954 -0.4641 1.4803  -0.043
7 C 4.3252 -0.4575 2.8339  -0.037
8 C 3.4194 -0.4246 3.8730  -0.207
9 C 2.0632 -0.3970 3.5957  -0.089
10 C 1.5904 -0.4062 2.2670  -0.222
11 S -0.0700 -0.4096 2.0344  0.392
12 C 2.5259 -0.4374 1.1774  0.159
13 N 2.0836 -0.4382 -0.1012  -0.435
14 H 3.2412 -0.5175 -3.2359  0.263
15 H 1.8552 0.4306 -2.6950  0.247
16 H 1.7900 -1.3447 -2.6698  0.250
17 H 5.0187 -0.5325 -1.7129  0.263
18 H 5.8710 -0.5238 0.6129  0.255
19 H 5.3886 -0.4796 3.0387  0.252
20 H 3.7608 -0.4251 4.8985  0.268
21 H 1.3419 -0.3737 4.4026  0.256
22 C -5.9238 -0.5893 0.5203  -0.644
23 C -4.7597 -0.5175 -0.4270  -0.005
24 C -4.9234 -0.4850 -1.8084  -0.088
25 C -3.8223 -0.4060 -2.6530  -0.245
26 C -2.5896 -0.3752 -2.0510  0.143
27 Br -0.9773 -0.2962 -3.0423  0.217
28 N -2.3894 -0.4105 -0.7396  -0.474
29 C -3.4593 -0.4784 0.0580  0.063
30 H -6.8680 -0.5996 -0.0184  0.247
31 H -5.9249 0.2668 1.1958  0.249
32 H -5.8708 -1.4883 1.1352  0.246
33 H -5.9174 -0.5275 -2.2355  0.255
34 H -3.9216 -0.3734 -3.7282  0.271
35 H -3.2642 -0.5065 1.1237  0.224
36 N -0.1521 1.7630 -0.3040  -0.534
37 C -0.1506 2.9087 -0.2561  0.452
38 C -0.1472 4.3274 -0.1949  -0.327
39 C -1.2510 5.0358 -0.6997  0.232
40 N -2.1733 5.5903 -1.1207  -0.176
41 C 0.9600 4.9862 0.3671  0.236
42 N 1.8836 5.4965 0.8377  -0.186
43 Cl -2.1030 -3.6574 0.3299  -0.292
44 Ge -0.2531 -2.8857 -0.3254  1.178
45 Cl 0.2072 -3.6450 -2.2520  -0.305
46 Cl 1.2805 -3.5465 1.0075  -0.336

From most stable to least stable, the computed energies give 2), 1).

1) A 3-piece molecular cluster, CH4N2OS overall, computed with ωB97M-V/def2-TZVPD.

Output
E_HOMO	-0.3235	Ha
multiplicity	1
net charge	0

Last column: natural (NBO) charge in e.
Geometry (Å):
1 C 0.2267 0.0031 -0.2748  0.196
2 H -0.2334 -0.1059 -2.4296  0.453
3 H -1.5156 1.0775 -1.0602  0.372
4 H -0.7003 1.0524 0.9036  0.378
5 H 1.0463 -1.4949 1.4666  0.356
6 N -0.3752 0.2943 -1.4785  -0.790
7 N -0.5154 -0.0677 0.8367  -0.349
8 O 0.3422 -0.1747 2.1195  -0.605
9 S 1.7248 -0.5841 -0.0833  -0.011

2) A 2-piece molecular cluster, CH4N2OS overall, computed with ωB97M-V/def2-TZVPD.

Output
E_HOMO (alpha / beta)	-0.3108 / -0.3105	Ha
multiplicity	1
net charge	0

Last column: natural (NBO) charge in e.
Geometry (Å):
1 C -0.3221 0.0645 0.0651  0.078
2 N 1.4557 -1.3466 0.0818  -0.751
3 N 0.1232 1.2862 0.0646  -0.784
4 O -2.6793 0.6981 -0.3397  -0.947
5 S -1.7506 -0.5030 -0.4199  0.947
6 H 0.9599 -2.0240 -0.4777  0.325
7 H 1.5738 -1.8105 0.8829  0.312
8 H -0.3464 1.9957 -0.3216  0.401
9 H 0.9857 1.6397 0.4645  0.417

3) One molecule with the formula CH4N2OS, computed with ωB97M-V/def2-TZVPD.

Output
E_HOMO	-0.2984	Ha
multiplicity	1
net charge	0

Last column: natural (NBO) charge in e.
Geometry (Å):
1 O -1.7879 0.9089 0.0200  -0.538
2 N -1.4638 -0.3772 -0.0488  -0.319
3 C -0.0811 -0.8330 -0.0221  0.210
4 N 0.7945 0.0735 -0.1699  -0.684
5 S 2.6666 0.0748 0.0126  0.107
6 H -0.8451 1.3528 -0.2123  0.499
7 H -2.1433 -1.0967 0.3892  0.379
8 H 0.1081 -1.8631 -0.0863  0.175
9 H 2.7520 1.7600 0.1176  0.170

4) One molecule with the formula CH4N2OS, computed with ωB97M-V/def2-TZVPD.

Output
E_HOMO	-0.3108	Ha
multiplicity	1
net charge	0

Last column: natural (NBO) charge in e.
Geometry (Å):
1 O 0.6454 1.0203 -1.1674  -0.532
2 N 1.2296 -0.1622 -1.1010  -0.350
3 C 0.4606 -1.1457 -0.5169  0.209
4 N -0.2979 -0.9789 0.4555  -0.591
5 S -1.0195 0.5130 1.1467  0.111
6 H 1.3493 1.4210 -0.6795  0.481
7 H 1.6272 -0.3970 -1.9643  0.346
8 H 0.6056 -2.1141 -0.7998  0.180
9 H -1.7201 -0.4183 2.0550  0.145

From most stable to least stable, the computed energies give 4), 3), 2), 1).